A 13-piece molecular cluster, C39H108BrF9N9O18S3 overall. Source: the OMol25 dataset; level of theory: the ωB97M-V functional and the def2-TZVPD basis.

```
187
Properties=species:S:1:pos:R:3:forces:R:3:mulliken_charge:R:1
C -1.07569 -1.80330 3.21118 0.9 0.4 0.5 -0.14
C -1.99909 -2.86485 3.65552 -2.4 0.1 -1.1 0.35
C -1.38880 -3.99365 4.37560 -0.5 -1.8 0.3 -0.38
O -2.42725 -4.98715 4.62981 2.3 0.9 -0.8 -0.52
C -1.80263 -6.30014 4.85087 -0.8 0.4 1.4 -0.81
N -3.18896 -2.27070 4.48019 0.6 -0.1 -0.3 -0.05
H -3.73044 -3.07890 4.76444 -0.1 -0.5 0.9 0.40
H -2.83754 -1.69667 5.23547 0.0 -0.3 0.7 0.32
H -3.83981 -1.69641 3.96089 0.1 0.1 -0.7 0.36
H -0.29953 -2.21974 2.56913 0.0 -0.1 0.1 -0.09
H -0.59944 -1.48948 4.14139 0.5 0.6 -0.2 -0.48
H -1.48024 -0.93567 2.69004 -0.4 -0.1 0.1 0.33
H -2.59843 -3.34488 2.88117 0.4 0.1 -0.5 0.13
H -0.83224 -3.78362 5.28985 0.0 0.3 0.1 0.76
H -0.67684 -4.36767 3.63826 0.3 -0.2 0.1 -0.07
H -0.93823 -6.26503 5.51515 -0.1 0.6 0.3 0.36
H -1.39326 -6.83816 3.99584 -0.8 0.3 -0.6 0.26
H -2.62576 -6.74183 5.41114 0.4 -1.0 -0.4 0.34
C 2.37797 -1.09206 -1.11512 -0.5 -0.3 1.2 -0.97
C 0.83530 -1.26392 -0.94071 -0.6 -0.7 -1.1 1.51
C 0.08043 -0.40033 0.11606 1.2 0.3 -0.9 -0.44
O -0.14188 0.90821 -0.43474 -2.3 0.2 0.5 0.32
C -1.24333 1.64536 0.15215 1.1 0.1 0.6 -0.31
N 0.07498 -1.36117 -2.32883 0.9 1.6 1.8 1.52
H 0.40513 -0.67468 -3.00113 0.9 0.5 -0.5 0.33
H 0.15806 -2.29186 -2.71872 0.1 -0.7 0.0 -0.44
H -0.89249 -1.06666 -2.27418 -0.9 -0.6 0.3 0.03
H 2.81929 -2.08837 -1.10255 0.0 0.0 -0.7 0.04
H 2.75063 -0.70992 -0.16368 0.0 0.4 0.1 0.48
H 2.79373 -0.48964 -1.92175 -0.6 -0.1 -0.1 0.17
H 0.66932 -2.28356 -0.59181 0.3 -0.1 0.2 -0.91
H 0.69553 -0.29175 1.01137 0.7 0.0 -0.1 0.05
H -0.73867 -0.97646 0.54873 -1.0 0.4 -0.9 -0.14
H -1.08978 1.73604 1.22960 0.3 0.0 0.4 0.12
H -2.28829 1.34003 0.07950 0.1 -1.1 -0.8 0.29
H -1.25783 2.67294 -0.21053 0.5 -0.1 -0.4 -0.33
C 2.17847 4.28255 -0.77914 0.4 0.5 0.0 -1.58
C 1.39728 5.52110 -1.28034 -0.1 -0.9 1.1 0.23
C 2.05875 6.42047 -2.34301 -0.2 -0.4 -0.3 -0.66
O 1.13765 7.41517 -2.80014 0.9 -1.0 0.1 -0.40
C 1.15467 8.61828 -2.04331 -0.3 0.4 0.5 -0.69
N 0.00049 5.04999 -1.75389 1.8 2.2 0.3 0.21
H 0.15784 4.42264 -2.53772 -0.2 -1.8 -0.7 0.33
H -0.54775 4.69451 -0.98411 -0.1 -0.3 -0.2 0.24
H -0.42840 5.85287 -2.19881 -0.5 0.6 0.1 0.53
H 1.84807 3.83420 0.15891 -0.9 0.3 0.0 0.39
H 3.13523 4.67568 -0.43349 0.4 -0.2 -0.6 0.45
H 2.25285 3.44336 -1.47061 0.3 0.3 -0.3 0.34
H 1.28989 6.12912 -0.38164 -0.7 0.2 -0.1 0.27
H 2.47255 5.81407 -3.15002 -0.9 -0.1 -0.7 0.22
H 3.00791 6.81401 -1.97648 -0.3 0.5 0.7 0.47
H 0.63019 8.49388 -1.09461 0.0 -0.1 0.2 0.28
H 0.61576 9.39907 -2.57898 0.1 -0.2 -0.3 0.30
H 2.15837 8.97708 -1.81453 0.1 -0.1 -0.2 0.32
C -4.03484 -6.13957 -0.16864 0.4 0.2 -0.1 -1.59
C -2.93551 -5.04501 -0.12504 0.3 -1.8 -1.1 0.41
C -1.86101 -5.31530 0.97104 -0.3 0.8 -0.3 -0.82
O -0.82869 -4.35508 0.92021 0.8 0.5 -0.6 0.19
C 0.50270 -4.97219 1.02947 -1.0 0.1 0.7 -1.16
N -2.19545 -5.07600 -1.52781 0.1 -0.3 1.6 0.27
H -2.75525 -4.58847 -2.21655 -0.2 0.7 -0.6 0.07
H -1.25763 -4.68894 -1.51365 0.5 1.4 0.2 -0.26
H -1.90133 -5.98162 -1.87256 -0.9 -0.9 0.1 0.48
H -4.59251 -6.11135 -1.10498 0.0 0.3 -0.1 0.45
H -4.76968 -5.97712 0.61958 0.2 -0.1 0.1 0.39
H -3.62963 -7.14906 -0.09760 0.1 0.0 0.2 0.40
H -3.48959 -4.10673 -0.12705 0.8 0.4 0.2 0.24
H -1.45646 -6.32449 0.88417 -0.1 -0.2 -0.4 0.56
H -2.26969 -5.26692 1.98156 -0.7 -0.2 0.0 0.22
H 0.57416 -5.73815 0.25803 0.4 0.0 0.2 0.56
H 0.52995 -5.36622 2.04580 0.5 -0.6 -0.1 0.35
H 1.31172 -4.24405 0.98062 -0.3 0.2 -0.3 0.02
C -2.12853 2.19403 4.17149 -1.3 -1.6 0.3 -0.77
C -3.07787 2.56736 5.34361 0.2 2.6 -1.6 0.22
C -3.19660 4.12669 5.54905 0.2 -0.9 2.3 -0.91
O -3.67684 4.35467 6.88808 -0.4 0.3 -0.9 -0.37
C -4.09348 5.73212 7.17217 0.0 0.2 0.4 -0.77
N -4.51980 2.12706 4.93178 1.3 -1.9 -0.2 -0.18
H -4.68413 1.25249 5.41483 -1.0 0.3 1.3 0.36
H -5.27183 2.80221 4.98239 -0.2 0.3 0.8 0.36
H -4.56483 1.71512 4.00764 0.5 0.7 -0.9 0.24
H -2.56963 2.28059 3.17788 0.0 0.8 0.0 -0.15
H -2.15234 1.10857 4.28602 0.9 -0.4 -0.3 0.18
H -1.09232 2.52901 4.16941 -0.3 0.2 0.4 0.54
H -2.77967 1.94686 6.18756 -0.4 0.7 0.4 0.45
H -3.86440 4.51910 4.78039 -0.1 0.2 -0.2 0.42
H -2.20852 4.57953 5.46167 0.1 0.0 -0.3 0.50
H -5.16196 5.91627 7.05582 -0.1 -0.4 -0.9 0.30
H -3.48059 6.46036 6.64125 -0.1 -0.1 -0.3 0.34
H -4.01338 5.99736 8.22649 0.7 -0.8 0.2 0.29
C 5.68826 4.50648 -4.81221 -1.0 0.4 -0.4 -1.25
C 7.01515 3.90933 -4.39569 -1.0 0.3 -0.5 0.26
C 6.80501 3.57124 -2.92740 1.7 -1.4 1.4 -0.80
O 5.96947 2.47738 -2.68055 -2.0 -1.2 0.1 -0.28
C 5.51155 2.31604 -1.30802 -0.1 1.0 -0.3 -0.31
N 7.34852 2.74252 -5.34875 0.3 1.0 0.4 -0.24
H 8.31140 2.42915 -5.34038 0.5 -0.3 0.7 0.37
H 6.73187 1.94639 -5.24655 -0.3 -0.3 0.1 0.30
H 7.27331 3.12514 -6.28316 -0.5 0.0 -0.5 0.38
H 5.44252 4.69665 -5.85748 0.5 -0.5 -0.3 0.47
H 5.59647 5.51580 -4.41059 0.1 -0.1 0.4 0.38
H 4.90890 3.87184 -4.39074 -0.2 0.2 -0.1 0.11
H 7.79214 4.66019 -4.53669 0.3 -0.4 0.2 0.35
H 6.41206 4.47279 -2.45638 0.3 0.2 0.1 0.36
H 7.69411 3.16800 -2.43979 0.9 1.3 0.0 0.48
H 4.88519 1.43450 -1.17706 0.3 -0.1 -0.6 0.16
H 4.89351 3.16775 -1.01955 -0.2 0.2 -0.3 -0.06
H 6.27472 2.30928 -0.52892 0.7 -0.3 -0.5 0.43
C -3.06643 -4.81109 -6.13460 0.4 -0.1 -0.4 -1.23
C -1.62374 -4.50550 -6.56626 -1.1 -0.1 -1.2 -0.06
C -1.10558 -3.21714 -5.99371 -0.7 0.3 -0.6 0.23
O -0.28864 -2.68460 -6.98323 0.9 -0.3 -0.2 -0.50
C 0.61849 -1.71478 -6.53866 1.4 0.3 -1.0 -0.72
N -0.65645 -5.66008 -6.32350 -0.4 0.5 0.7 0.05
H -1.04243 -6.27405 -5.61815 -0.2 -0.7 -0.3 0.37
H -0.39203 -6.12051 -7.18434 -0.3 -0.5 -0.1 0.42
H 0.22071 -5.38408 -5.89645 0.9 0.7 0.5 0.20
H -3.69957 -3.93587 -6.27890 0.4 0.3 0.3 0.37
H -3.07824 -5.07597 -5.07706 -0.3 -0.1 0.0 0.20
H -3.55934 -5.53743 -6.78093 0.3 -0.5 0.3 0.40
H -1.56611 -4.46146 -7.65375 -0.4 0.6 0.0 0.32
H -0.68890 -3.46254 -5.01503 0.6 0.5 0.2 -0.42
H -1.87980 -2.45424 -5.90470 -0.6 -0.5 0.8 0.56
H 0.20856 -0.87013 -5.98412 -0.3 -0.4 0.5 0.33
H 1.06560 -1.26191 -7.42432 -0.3 0.0 -0.3 0.35
H 1.48118 -2.22109 -6.10396 -0.2 0.2 0.9 0.24
C 1.97939 -0.29575 7.67682 -0.3 2.3 0.7 -1.61
C 1.79688 -0.55610 6.19928 1.0 -1.7 0.4 0.78
C 2.02730 0.63065 5.26625 -1.0 0.6 1.4 -0.88
O 1.68563 0.41376 3.94043 0.6 -0.6 -1.8 0.10
C 2.02662 1.54319 3.10959 -0.7 0.4 0.4 -0.53
N 2.81687 -1.67605 5.83914 -1.4 1.2 0.1 0.02
H 2.71188 -1.90900 4.85804 0.4 -1.0 -1.0 0.09
H 3.76260 -1.35918 6.01128 0.4 0.1 0.0 0.43
H 2.69008 -2.52333 6.37787 -0.1 -0.4 0.1 0.39
H 2.98832 0.01709 7.94631 0.1 -0.4 0.0 0.43
H 1.54519 -0.92292 8.45537 0.4 -1.1 -0.7 0.43
H 1.39018 0.58754 7.93070 0.0 0.5 -0.3 0.42
H 0.78251 -0.94498 6.10750 0.1 -0.3 -0.6 -0.34
H 3.02233 1.04540 5.43291 0.2 0.0 -0.2 0.44
H 1.26926 1.35087 5.58079 0.3 0.6 0.8 0.41
H 1.76099 2.45301 3.65050 0.4 0.2 0.3 0.44
H 1.38274 1.63157 2.23414 -0.1 -0.9 -0.1 -0.23
H 3.06004 1.59889 2.76798 0.1 -0.3 0.3 0.35
C -4.93529 4.26188 1.43698 0.1 -1.2 -0.6 -1.43
C -5.66195 3.62397 0.21610 -0.8 0.9 0.7 0.31
C -4.83009 2.96214 -0.88200 -0.3 -0.8 -0.6 -0.27
O -5.61360 2.90575 -2.02123 -0.6 0.9 -0.6 -0.46
C -4.90864 2.41241 -3.16622 0.1 -1.2 -0.2 -0.66
N -6.84093 2.68381 0.77370 0.8 0.4 0.4 -0.32
H -6.63096 1.69703 0.85312 0.2 -0.4 -0.6 0.33
H -7.11264 2.95334 1.71104 0.3 0.4 0.5 0.32
H -7.72914 2.79318 0.29919 -0.1 -0.1 -1.1 0.37
H -4.18432 3.53515 1.75102 -0.1 -0.1 0.6 0.15
H -5.65689 4.53312 2.20762 0.1 -0.1 0.2 0.49
H -4.34561 5.15940 1.25169 -0.4 0.1 -0.7 0.44
H -6.30961 4.39360 -0.20369 0.4 0.1 -0.5 0.32
H -4.50475 1.92564 -0.76365 0.0 -0.4 1.3 0.32
H -3.86388 3.44192 -1.05002 0.0 0.9 0.2 0.23
H -5.59575 2.14376 -3.96776 -0.3 0.6 0.2 0.31
H -4.46084 1.44920 -2.91712 0.3 -0.1 0.2 0.25
H -4.12749 3.06678 -3.55351 -0.1 0.4 0.2 0.31
C 5.16249 -3.20295 2.00858 -2.2 -0.4 0.4 0.58
F 6.05513 -2.46763 2.67428 -0.5 -0.1 -0.8 -0.20
F 4.22332 -2.39645 1.34790 1.0 0.0 0.9 -0.22
F 5.70245 -3.90197 1.03310 0.5 0.0 0.7 -0.19
S 4.11987 -4.27324 3.30492 0.8 -2.4 1.0 0.94
O 5.02359 -4.56103 4.42447 -0.9 1.9 -0.9 -0.67
O 2.90955 -3.45265 3.62759 0.8 0.7 0.0 -0.67
O 3.76420 -5.51335 2.64475 -0.3 1.1 -0.9 -0.65
C 2.25570 2.57355 -5.45965 -2.2 1.0 1.2 0.53
F 3.24200 2.23122 -4.60375 -0.1 -0.4 -1.2 -0.19
F 2.22483 3.92399 -5.48447 0.4 -0.3 -0.3 -0.21
F 2.37234 2.13466 -6.70949 0.3 -0.1 1.6 -0.19
S 0.52811 2.10538 -4.57011 -4.4 -2.0 -2.1 1.01
O 0.16461 3.08318 -3.51609 1.4 0.5 -0.5 -0.94
O -0.53579 2.04010 -5.63703 3.4 0.8 2.1 -0.68
O 0.70392 0.79268 -3.93699 1.2 0.6 -0.4 -1.10
C 3.08192 -5.31372 -2.21882 -1.6 1.6 -1.2 0.47
F 3.80328 -4.43685 -1.46647 -0.8 -1.3 -1.0 -0.17
F 3.80299 -5.99885 -3.07205 0.7 0.0 0.9 -0.16
F 2.34198 -6.09467 -1.44894 0.6 -0.6 0.7 -0.20
S 1.76743 -4.45306 -3.35306 0.4 0.7 -2.3 1.20
O 2.31933 -3.16115 -3.72897 0.3 -0.5 0.2 -0.66
O 1.62271 -5.39661 -4.51440 -0.4 1.3 2.4 -0.90
O 0.52883 -4.19022 -2.57006 -0.1 -1.2 0.3 -0.79
Br -3.27097 -2.02063 -3.06567 0.3 -0.3 0.6 -0.79
```
Positions in Å, forces in eV/Å.

Summary:
2S+1: 1
Orbital gap in eV: 4.328
Total charge: +5
Energy in eV: -219410.5642